# 1
{
  "formula": "C23H27F4N7O3SV",
  "method": "ωB97M-V/def2-TZVPD",
  "species": ["V", "N", "C", "S", "N", "N", "C", "C", "C", "C", "C", "C", "C", "O", "H", "H", "H", "H", "H", "H", "H", "C", "N", "C", "C", "C", "N", "C", "C", "F", "C", "F", "C", "C", "F", "C", "F", "H", "H", "H", "H", "H", "H", "H", "H", "H", "H", "H", "C", "O", "C", "O", "H", "H", "H", "C", "N", "C", "C", "N", "H", "H", "H", "H", "H", "H"],
  "positions_angstrom": [[1.695, -1.241, 0.106], [-0.920, 0.121, 3.434], [-0.612, -0.038, 2.010], [1.195, 0.246, 1.826], [-1.049, -1.335, 1.619], [-0.195, -2.051, 0.935], [-0.574, -3.269, 0.629], [0.250, -4.276, 0.001], [-0.340, -5.488, -0.379], [0.386, -6.535, -0.929], [1.757, -6.388, -1.108], [2.371, -5.199, -0.738], [1.647, -4.135, -0.193], [2.289, -3.025, 0.139], [-0.593, 1.019, 3.768], [-1.925, 0.057, 3.561], [-1.578, -3.560, 0.936], [-1.410, -5.598, -0.230], [-0.114, -7.454, -1.215], [2.346, -7.191, -1.539], [3.436, -5.051, -0.872], [-0.329, 4.415, -0.639], [0.338, 3.357, 0.067], [1.775, 3.444, -0.039], [-0.133, 3.197, 1.424], [-1.424, 2.384, 1.543], [-1.369, 0.981, 1.166], [-2.439, 0.539, 0.385], [-2.557, 0.951, -0.947], [-1.687, 1.819, -1.458], [-3.581, 0.503, -1.760], [-3.624, 0.918, -3.045], [-4.548, -0.363, -1.299], [-4.483, -0.725, 0.031], [-5.456, -1.514, 0.548], [-3.486, -0.262, 0.862], [-3.606, -0.528, 2.173], [-0.084, 5.419, -0.229], [-1.411, 4.286, -0.591], [-0.044, 4.400, -1.693], [2.184, 4.365, 0.426], [2.064, 3.445, -1.093], [2.232, 2.572, 0.427], [-0.326, 4.184, 1.897], [0.646, 2.705, 2.001], [-2.192, 2.856, 0.924], [-1.776, 2.491, 2.584], [-5.332, -0.728, -1.945], [0.179, -2.428, -3.689], [1.005, -2.206, -2.559], [0.551, -1.224, -1.666], [-0.428, -0.587, -1.996], [0.624, -3.260, -4.235], [0.126, -1.542, -4.330], [-0.839, -2.684, -3.388], [4.608, 2.295, -2.558], [3.873, 1.101, -2.248], [2.837, 0.721, -3.192], [3.878, 0.621, -0.966], [3.099, -0.274, -0.575], [5.142, 2.194, -3.512], [5.326, 2.473, -1.760], [3.955, 3.178, -2.639], [3.205, 0.863, -4.213], [1.920, 1.310, -3.061], [2.584, -0.327, -3.042]],
  "forces_ev_per_angstrom": [[0.58, 0.38, -0.32], [0.00, -0.01, 0.00], [0.02, 0.00, 0.01], [0.00, -0.11, -0.08], [-0.02, 0.01, 0.01], [0.06, 0.06, -0.04], [0.02, -0.03, -0.01], [0.00, 0.02, 0.01], [0.00, -0.02, 0.00], [-0.01, 0.02, 0.01], [0.01, 0.00, 0.00], [0.00, 0.01, 0.00], [-0.02, -0.03, -0.02], [-0.05, 0.13, 0.02], [0.00, 0.01, 0.00], [0.00, 0.00, 0.00], [0.00, 0.00, -0.01], [0.00, 0.00, 0.00], [0.00, 0.00, 0.00], [0.00, 0.00, 0.00], [0.00, 0.00, 0.00], [0.00, 0.00, 0.00], [-0.01, 0.00, -0.01], [0.01, 0.00, 0.00], [-0.01, -0.01, 0.00], [0.00, 0.00, 0.01], [0.00, 0.01, -0.01], [-0.01, 0.00, -0.02], [0.01, 0.00, 0.00], [0.00, 0.01, 0.00], [0.00, 0.00, 0.00], [0.00, 0.00, 0.00], [0.00, 0.00, 0.00], [0.00, 0.00, 0.00], [0.00, 0.00, 0.00], [0.00, 0.01, 0.00], [0.02, -0.01, 0.01], [0.00, 0.00, 0.00], [-0.01, 0.00, 0.00], [0.00, 0.00, 0.00], [0.00, 0.00, 0.00], [0.00, 0.00, 0.01], [0.00, 0.00, 0.00], [0.00, 0.00, 0.00], [0.00, 0.00, 0.00], [0.00, 0.00, 0.00], [0.00, 0.00, 0.00], [0.00, 0.00, 0.00], [-0.01, 0.00, 0.00], [0.00, 0.00, 0.03], [0.11, 0.01, 0.09], [0.01, -0.01, 0.02], [0.00, 0.00, 0.00], [0.00, 0.00, 0.00], [0.00, 0.00, 0.00], [0.01, 0.01, 0.01], [-0.04, -0.12, 0.07], [0.00, 0.01, -0.03], [0.29, 0.32, -0.04], [-0.93, -0.65, 0.26], [0.00, 0.00, 0.00], [0.00, 0.00, 0.00], [0.00, 0.00, 0.00], [-0.01, 0.00, 0.00], [0.00, -0.01, 0.01], [-0.01, 0.00, -0.01]],
  "lowdin_spin": [0.700, 0.001, 0.006, -0.001, 0.012, 0.004, -0.010, 0.000, -0.002, -0.001, -0.002, -0.001, 0.006, 0.016, 0.000, 0.000, 0.000, 0.000, 0.000, 0.000, 0.000, 0.000, 0.000, 0.001, 0.000, 0.000, 0.001, 0.000, 0.000, 0.000, 0.000, 0.000, 0.000, 0.000, 0.000, 0.000, 0.000, 0.000, 0.000, 0.000, 0.000, 0.000, 0.001, 0.000, -0.001, 0.000, 0.000, 0.000, 0.000, -0.001, -0.004, 0.001, 0.000, 0.000, 0.000, 0.006, 0.028, 0.007, 0.106, 0.121, 0.000, 0.005, 0.000, 0.001, 0.001, 0.002],
  "total_charge": -2,
  "homo_ev": [-0.5, -0.4],
  "energy_ha": -3243.2540,
  "multiplicity": 2
}

---

# 2
{
  "formula": "C10H8BNO3",
  "method": "ωB97M-V/def2-TZVPD",
  "species": ["N", "B", "O", "C", "C", "C", "C", "C", "C", "C", "O", "C", "C", "C", "O", "H", "H", "H", "H", "H", "H", "H", "H"],
  "positions_angstrom": [[3.585, -1.436, -0.392], [3.006, -0.071, -0.339], [3.782, 0.984, -0.675], [1.504, 0.182, 0.084], [1.135, 0.480, 1.402], [-0.196, 0.649, 1.759], [-1.186, 0.499, 0.798], [-0.837, 0.205, -0.524], [0.497, 0.059, -0.880], [-1.925, 0.044, -1.537], [-1.763, 0.288, -2.710], [-3.233, -0.431, -0.991], [-3.562, -0.151, 0.271], [-2.634, 0.645, 1.131], [-3.041, 1.365, 2.012], [3.041, -1.993, -1.050], [3.394, -1.892, 0.499], [4.664, 0.670, -0.915], [1.904, 0.591, 2.160], [-0.470, 0.895, 2.777], [0.741, -0.150, -1.915], [-3.894, -0.975, -1.656], [-4.512, -0.457, 0.693]],
  "forces_ev_per_angstrom": [[-0.30, 0.22, 0.09], [0.02, -0.21, 0.06], [-0.02, -0.03, 0.00], [-0.05, 0.14, 0.00], [0.01, -0.02, -0.21], [0.02, 0.08, -0.07], [0.04, -0.04, -0.14], [0.01, 0.01, 0.13], [-0.01, 0.11, 0.18], [0.01, 0.02, 0.11], [0.00, -0.24, -0.05], [0.07, 0.04, 0.22], [0.02, -0.12, -0.23], [0.03, -0.04, -0.09], [0.02, -0.19, 0.17], [0.16, -0.06, -0.06], [0.10, -0.08, -0.04], [0.01, 0.04, 0.00], [-0.05, 0.00, 0.00], [-0.04, 0.01, -0.02], [-0.06, 0.00, 0.00], [0.02, 0.16, -0.07], [0.01, 0.20, 0.03]],
  "mulliken_charge": [-0.704, 0.468, -0.546, 0.290, -0.553, -0.801, 0.640, 0.493, -0.537, 0.109, -0.535, -0.496, -0.480, 0.141, -0.536, 0.275, 0.279, 0.331, 0.415, 0.463, 0.481, 0.404, 0.400],
  "homo_ev": -9.6,
  "energy_ha": -691.2700,
  "smiles": "NB(O)c1ccc2c(c1)C(=O)C=CC2=O"
}